(1)
Formula: C5H10N3
Source: OMol25
Level of theory: wB97M-V/def2-TZVPD

Last column: natural (NBO) charge in e.
CARTESIAN COORDINATES (ANGSTROEM)
N1 -0.38 1.64 0.51  -0.49
N2 1.14 1.33 -1.25  -0.75
N3 0.70 -2.83 -0.66  -0.65
C1 -0.36 -1.85 -0.30  -0.03
C2 -1.08 0.40 0.36  -0.25
C3 0.69 2.00 -0.16  0.39
C4 0.65 -1.94 -1.56  0.11
C5 -0.21 -0.87 0.80  -0.45
H1 1.09 2.92 0.24  0.24
H2 -1.35 0.25 -0.63  0.22
H3 2.01 1.40 -1.69  0.44
H4 0.76 -0.64 0.85  0.22
H5 0.68 0.34 -1.43  0.44
H6 -2.06 0.27 0.94  0.26
H7 -0.60 -1.28 1.72  0.24
H8 -1.42 -2.21 -0.28  0.22
H9 -0.65 2.32 1.15  0.43
H10 1.03 -3.70 -0.61  0.42

Output
- Expectation value of S²: 2.007
- Highest occupied orbital energy (alpha / beta): -9.62 / -14.60 eV
- Spin multiplicity: 3
- Orbital gap (alpha / beta): 0.2224 / 0.3342 Ha
- E: -360.2839 Eh
- Charge: +1
- ΔE to the lowest compared entry with this formula, charge and spin: 89.1 kcal/mol


(2)
Formula: C5H10O
Source: OMol25
Level of theory: wB97M-V/def2-TZVPD

Last column: natural (NBO) charge in e.
CARTESIAN COORDINATES (ANGSTROEM)
O1 1.25 1.26 -0.42  -0.54
C1 -0.16 1.05 -0.21  0.11
C2 -0.85 0.60 -1.48  -0.64
C3 0.13 -0.01 0.88  -0.26
C4 1.58 0.16 0.43  -0.05
C5 -0.50 -1.39 0.80  -0.61
H1 -0.64 1.96 0.17  0.17
H2 -1.58 -1.34 0.98  0.21
H3 -0.37 -0.30 -1.90  0.21
H4 -0.03 0.42 1.88  0.21
H5 2.32 0.43 1.19  0.18
H6 -0.07 -2.05 1.56  0.22
H7 -1.91 0.37 -1.30  0.21
H8 1.98 -0.69 -0.15  0.16
H9 -0.34 -1.85 -0.18  0.21
H10 -0.79 1.39 -2.24  0.22

Output
- Highest occupied orbital energy: -9.52 eV
- Orbital gap: 0.3904 Ha
- E: -271.7130 Eh
- SMILES string: C[C@@H]1OC[C@@H]1C
- Charge: 0
- ΔE to the lowest compared entry with this formula, charge and spin: 24.9 kcal/mol


(3)
Formula: C21H51N7O10P2
Source: OMol25
Level of theory: wB97M-V/def2-TZVPD

Last column: Löwdin charge in e.
CARTESIAN COORDINATES (ANGSTROEM)
P1 0.90 -8.10 -0.42  0.57
P2 -1.35 6.30 3.07  0.64
O1 -5.42 -4.35 -0.83  0.12
O2 -6.84 -4.00 -2.46  0.10
O3 -0.29 -8.24 0.44  -0.31
O4 5.46 5.01 -6.43  0.13
O5 7.19 6.25 -7.06  0.14
O6 6.22 6.47 -4.99  0.06
O7 0.82 -1.60 -1.90  0.04
O8 -6.05 -2.38 -1.05  0.12
O9 -0.68 5.00 2.75  -0.31
O10 2.11 -1.14 -0.14  0.06
N1 -0.36 7.70 3.00  -0.32
N2 1.57 -9.59 -0.79  -0.30
N3 -2.63 6.64 1.97  -0.31
N4 -1.93 6.38 4.73  -0.30
N5 1.25 -0.84 -0.98  -0.40
N6 0.55 -7.29 -1.90  -0.28
N7 2.01 -7.17 0.49  -0.29
C1 -2.75 6.17 0.57  -0.09
C2 -3.86 7.24 2.47  -0.14
C3 2.72 -9.77 -1.56  -0.16
C4 -5.25 -1.19 0.87  -0.01
C5 4.48 4.99 -5.32  -0.27
C6 0.67 0.52 -0.90  0.02
C7 -4.97 -2.28 -0.17  -0.35
C8 1.23 -10.78 0.08  -0.08
C9 1.64 -6.17 1.59  -0.08
C10 3.47 -7.45 0.39  -0.12
C11 4.19 3.62 -4.75  -0.03
C12 -1.83 5.04 5.46  -0.09
C13 -0.80 -7.07 -2.39  -0.14
C14 1.55 -7.07 -2.96  -0.12
C15 -4.87 -3.70 0.33  -0.05
C16 -1.98 7.54 5.63  -0.13
C17 1.10 7.57 3.08  -0.11
C18 5.16 5.86 -4.30  -0.16
C19 6.32 5.95 -6.27  -0.56
C20 -6.12 -3.59 -1.53  -0.64
C21 -0.81 9.07 2.83  -0.14
H1 4.62 6.61 -3.73  0.14
H2 -5.34 -0.32 0.22  0.09
H3 -0.20 0.57 -0.24  0.10
H4 -1.11 7.63 6.28  0.08
H5 -4.14 8.11 1.88  0.08
H6 -5.30 -3.92 1.31  0.14
H7 -6.09 -1.45 1.52  0.09
H8 1.20 -6.34 -3.68  0.08
H9 -3.27 6.92 -0.03  0.08
H10 2.55 -6.81 -2.62  0.07
H11 -1.05 -6.07 -2.74  0.08
H12 0.74 -5.60 1.36  0.07
H13 -1.63 -7.33 -1.73  0.07
H14 3.61 -9.61 -0.96  0.07
H15 -0.72 9.29 1.76  0.08
H16 -1.97 8.36 4.92  0.04
H17 1.07 -11.68 -0.50  0.07
H18 -1.14 -7.83 -3.09  0.08
H19 1.70 -8.00 -3.51  0.06
H20 -0.94 4.52 5.10  0.06
H21 1.49 1.17 -0.61  0.09
H22 3.73 -8.28 1.05  0.08
H23 0.33 -10.74 0.69  0.08
H24 -1.90 9.03 2.87  0.05
H25 5.46 5.27 -3.44  0.12
H26 4.10 -6.64 0.75  0.07
H27 2.39 -5.41 1.38  0.06
H28 1.49 6.81 3.75  0.08
H29 -4.66 6.51 2.42  0.08
H30 -3.80 -3.91 0.39  0.14
H31 2.67 -9.21 -2.50  0.06
H32 3.68 -7.63 -0.66  0.05
H33 -4.02 -2.01 -0.63  0.15
H34 -3.74 7.57 3.51  0.06
H35 1.67 -6.50 2.62  0.08
H36 3.52 3.09 -5.44  0.09
H37 -0.52 9.90 3.47  0.09
H38 1.61 8.53 3.14  0.08
H39 3.52 5.46 -5.56  0.15
H40 3.87 3.66 -3.71  0.09
H41 5.07 2.98 -4.69  0.09
H42 -2.92 7.58 6.18  0.08
H43 -2.68 4.48 5.07  0.07
H44 -1.81 5.98 0.05  0.07
H45 2.65 -10.83 -1.83  0.09
H46 -1.92 5.13 6.54  0.08
H47 2.12 -11.00 0.67  0.08
H48 -4.33 -1.18 1.44  0.09
H49 0.37 1.10 -1.77  0.09
H50 1.37 7.31 2.06  0.07
H51 -3.20 5.18 0.61  0.08

Output
- Highest occupied orbital energy: -8.10 eV
- Orbital gap: 0.2810 Ha
- E: -2648.9969 Eh
- SMILES string: CN(C)P(=O)(N(C)C)N(C)C.CN(C)P(=O)(N(C)C)N(C)C.C[C@H]1COC(=O)O1.C[C@H]1COC(=O)O1.C[N+](=O)[O-]
- Charge: 0
- ΔE to the lowest compared entry with this formula, charge and spin: 15.6 kcal/mol


(4)
Formula: C26H29AsCoF6N2O3P2
Source: OMol25
Level of theory: wB97M-V/def2-TZVPD

Last column: natural (NBO) charge in e.
CARTESIAN COORDINATES (ANGSTROEM)
As1 0.56 -3.45 1.28  2.85
Co1 0.20 -0.01 0.01  1.39
P1 1.59 -1.28 -2.43  1.96
P2 1.75 0.97 1.62  1.04
F1 0.90 -4.14 -0.27  -0.62
F2 -1.09 -3.29 0.83  -0.60
F3 0.35 -4.95 2.05  -0.59
F4 0.28 -2.52 2.70  -0.61
F5 2.26 -3.38 1.57  -0.61
F6 0.83 -1.80 0.40  -0.68
O1 1.24 -0.08 -1.52  -1.10
O2 -2.51 0.89 2.49  -0.58
O3 -0.91 -0.17 1.37  -0.70
N1 -0.73 1.53 -0.69  -0.53
N2 -2.27 3.05 -1.01  -0.31
C1 -1.20 3.39 -1.80  -0.07
C2 2.97 -2.23 -1.82  -1.02
C3 5.32 -0.54 0.51  -0.21
C4 0.18 -2.34 -2.68  -1.03
C5 3.26 0.00 1.63  -0.43
C6 -1.95 1.92 -0.36  0.21
C7 2.05 -0.60 -4.02  -1.00
C8 -0.36 0.80 3.49  -0.06
C9 1.49 4.99 1.12  -0.21
C10 1.33 1.36 5.63  -0.18
C11 1.01 0.96 3.28  -0.39
C12 3.54 3.14 1.46  -0.21
C13 -3.54 3.74 -0.92  -0.41
C14 2.81 5.42 1.19  -0.17
C15 4.69 -1.71 2.52  -0.21
C16 1.85 1.27 4.35  -0.18
C17 1.19 3.64 1.22  -0.21
C18 -0.03 1.18 5.85  -0.18
C19 -1.36 0.54 2.40  0.77
C20 4.15 0.20 0.57  -0.21
C21 5.59 -1.50 1.49  -0.18
C22 -0.24 2.45 -1.59  -0.07
C23 3.52 -0.96 2.60  -0.10
C24 2.22 2.71 1.38  -0.30
C25 3.83 4.49 1.36  -0.21
C26 -0.87 0.92 4.78  -0.17
H1 0.70 5.72 1.01  0.22
H2 4.86 4.82 1.43  0.23
H3 3.16 -3.07 -2.48  0.27
H4 -4.06 3.42 -0.02  0.24
H5 2.87 0.10 -3.88  0.26
H6 -3.36 4.81 -0.86  0.23
H7 4.34 2.43 1.60  0.23
H8 6.03 -0.38 -0.29  0.22
H9 2.90 1.44 4.18  0.23
H10 3.85 -1.58 -1.79  0.26
H11 0.74 2.37 -2.01  0.24
H12 4.89 -2.47 3.27  0.23
H13 2.37 -1.40 -4.69  0.26
H14 3.05 6.47 1.12  0.23
H15 1.20 -0.08 -4.45  0.26
H16 -1.93 0.81 4.93  0.25
H17 0.44 -3.15 -3.35  0.27
H18 -1.21 4.27 -2.42  0.24
H19 3.95 0.94 -0.19  0.22
H20 -0.63 -1.75 -3.12  0.26
H21 -0.14 -2.77 -1.73  0.30
H22 1.99 1.58 6.46  0.23
H23 6.50 -2.08 1.44  0.23
H24 -4.15 3.52 -1.79  0.22
H25 2.81 -1.15 3.39  0.23
H26 -2.60 1.42 0.34  0.27
H27 0.16 3.32 1.19  0.21
H28 -0.43 1.25 6.85  0.23
H29 2.76 -2.60 -0.82  0.30

Output
- Expectation value of S²: 2.036
- Highest occupied orbital energy (alpha / beta): -11.32 / -12.06 eV
- Spin multiplicity: 3
- Orbital gap (alpha / beta): 0.2613 / 0.2765 Ha
- E: -6243.8617 Eh
- Charge: +1
- ΔE to the lowest compared entry with this formula, charge and spin: 4.1 kcal/mol


(5)
Formula: C4H5NO2
Source: OMol25
Level of theory: wB97M-V/def2-TZVPD

Last column: natural (NBO) charge in e.
CARTESIAN COORDINATES (ANGSTROEM)
O1 -0.93 1.07 1.55  -0.51
O2 -1.89 -1.48 -0.57  -0.46
N1 0.48 -0.06 0.12  -0.45
C1 -0.78 0.27 0.65  0.58
C2 -1.98 -0.47 0.06  0.35
C3 0.66 -0.11 -1.25  -0.25
C4 1.63 0.27 0.71  -0.17
H1 -2.95 -0.02 0.37  0.14
H2 1.21 0.71 -1.68  0.18
H3 1.66 1.07 1.44  0.20
H4 0.37 -0.97 -1.82  0.20
H5 2.51 -0.30 0.43  0.20

Output
- Highest occupied orbital energy (alpha / beta): -8.07 / -8.55 eV
- Orbital gap (alpha / beta): 0.2756 / 0.2887 Ha
- E: -360.5154 Eh
- Charge: 0
- ΔE to the lowest compared entry with this formula, charge and spin: 96.6 kcal/mol


(6)
Formula: C18H31N3O2
Source: OMol25
Level of theory: wB97M-V/def2-TZVPD

Last column: natural (NBO) charge in e.
CARTESIAN COORDINATES (ANGSTROEM)
O1 0.38 -1.70 -0.03  -0.61
O2 0.65 -1.93 -2.46  -0.28
N1 1.99 -1.44 -2.57  -0.24
N2 0.52 0.10 -1.75  -0.58
N3 -2.32 -0.67 -0.92  -0.47
C1 0.66 -3.18 0.63  -0.10
C2 1.88 -0.13 -1.95  0.33
C3 5.57 1.33 0.16  -0.61
C4 -0.73 -1.18 0.95  0.08
C5 -5.20 2.32 -0.12  -0.34
C6 -3.23 1.20 0.05  -0.10
C7 -2.25 0.93 -0.83  -0.31
C8 -0.06 -1.07 -2.14  0.67
C9 4.13 1.61 0.25  -0.23
C10 3.09 0.75 -0.10  -0.30
C11 -1.47 -1.03 -2.28  -0.31
C12 -3.68 2.72 0.10  -0.40
C13 3.90 1.90 1.96  -0.57
C14 -4.82 0.85 -0.10  -0.44
C15 -0.71 -1.89 2.21  -0.47
C16 -0.25 -3.26 1.86  -0.41
C17 -2.10 -1.52 0.05  -0.20
C18 3.01 0.49 -1.73  -0.48
H1 -5.07 0.35 0.85  0.20
H2 -3.56 3.14 1.19  0.20
H3 -0.01 -1.55 2.78  0.20
H4 -1.66 -1.92 2.77  0.23
H5 0.28 -4.02 -0.19  0.19
H6 -2.60 1.24 -1.93  0.21
H7 4.00 2.67 0.00  0.21
H8 2.91 2.38 2.06  0.20
H9 -1.87 -2.14 -2.32  0.21
H10 -0.58 -0.18 1.15  0.19
H11 1.66 -3.51 0.84  0.20
H12 4.60 2.59 2.44  0.20
H13 -2.99 -1.21 0.99  0.16
H14 -5.31 2.28 -1.39  0.17
H15 0.31 -3.94 2.76  0.22
H16 -2.16 -2.63 -0.15  0.22
H17 5.76 0.31 0.47  0.20
H18 -3.20 3.37 -0.55  0.20
H19 2.86 1.70 -2.11  0.22
H20 -1.15 0.98 -0.63  0.28
H21 2.01 1.31 0.28  0.21
H22 4.10 1.07 2.31  0.17
H23 -2.87 0.95 1.47  0.14
H24 -5.98 2.63 0.25  0.18
H25 -1.96 -0.55 -3.13  0.24
H26 4.10 0.29 -2.11  0.28
H27 -1.23 -4.07 1.78  0.20
H28 -4.77 -0.03 -0.79  0.24
H29 3.15 -0.09 0.24  0.17
H30 6.41 2.01 0.48  0.24
H31 5.84 1.36 -1.03  0.19

Output
- Highest occupied orbital energy: -7.81 eV
- Orbital gap: 0.3118 Ha
- E: -1018.5200 Eh
- Charge: 0
- ΔE to the lowest compared entry with this formula, charge and spin: 462.9 kcal/mol


(7)
Formula: C51H73F5N3O27P
Source: OMol25
Level of theory: wB97M-V/def2-TZVPD

Last column: Löwdin charge in e.
CARTESIAN COORDINATES (ANGSTROEM)
P1 -5.30 -1.37 -2.63  0.51
F1 0.27 -0.94 -4.72  0.10
F2 0.99 3.52 -2.35  0.12
F3 -1.29 -0.79 -6.23  0.07
F4 0.65 5.28 -3.55  0.13
F5 2.15 3.77 -4.15  0.17
O1 1.58 -0.12 7.48  0.07
O2 -0.73 8.87 4.91  0.06
O3 -5.51 -2.89 -3.13  -0.10
O4 4.50 5.89 -0.26  0.07
O5 1.46 -4.03 -6.84  0.06
O6 1.21 -0.12 5.26  0.16
O7 -2.03 -5.94 5.50  0.06
O8 -3.26 -4.47 4.32  0.16
O9 -1.61 7.69 3.23  0.06
O10 -6.44 -1.03 -1.78  -0.27
O11 -4.18 1.24 2.25  0.09
O12 0.57 8.73 -1.16  0.07
O13 6.69 5.41 -0.04  0.18
O14 -0.80 6.63 5.05  0.17
O15 -2.68 -2.02 -1.77  -0.08
O16 -1.51 8.70 -0.32  0.04
O17 2.19 -5.53 -8.37  0.17
O18 -0.20 -1.90 1.64  -0.22
O19 3.16 -0.91 6.10  0.05
O20 -4.19 -6.36 5.12  0.07
O21 6.08 -4.08 6.30  0.06
O22 -5.31 -0.34 -3.89  -0.13
O23 -0.21 10.51 -0.03  0.17
O24 4.06 -5.01 6.54  0.06
O25 5.63 5.05 -2.00  0.06
O26 2.10 -3.33 -8.87  0.06
O27 5.03 -3.97 8.29  0.15
N1 3.53 -0.29 0.42  -0.12
N2 -5.70 0.18 0.89  0.11
N3 -2.88 -2.00 -4.80  0.09
C1 -2.36 -7.07 6.31  -0.12
C2 4.25 5.02 -2.37  -0.14
C3 0.94 3.97 -3.64  -0.56
C4 -1.00 -3.06 -3.06  -0.10
C5 5.71 5.45 -0.70  -0.56
C6 -3.17 -5.49 4.92  -0.56
C7 -1.75 -4.90 -1.37  -0.16
C8 -0.81 -4.24 2.27  -0.16
C9 -1.03 -4.06 -0.29  -0.19
C10 -4.40 0.72 1.17  -0.45
C11 1.91 -0.36 6.19  -0.56
C12 -0.53 -0.71 2.36  -0.09
C13 3.61 0.00 2.61  -0.06
C14 -0.06 1.83 -4.36  0.04
C15 -2.11 -1.05 -4.00  -0.20
C16 -1.03 7.63 4.46  -0.57
C17 2.78 -0.13 1.52  -0.09
C18 -1.90 -4.27 -2.78  -0.17
C19 -0.93 9.79 3.83  -0.11
C20 3.63 5.99 -1.39  -0.12
C21 0.08 -2.99 2.52  -0.19
C22 5.06 -4.32 7.15  -0.58
C23 -3.22 0.65 0.18  -0.10
C24 -1.62 -1.67 -2.68  -0.34
C25 -2.17 3.04 -5.54  -0.05
C26 1.51 -2.61 -6.78  -0.12
C27 -1.40 7.55 -1.16  -0.11
C28 -3.64 -7.56 5.67  -0.12
C29 -1.76 -4.12 1.08  -0.19
C30 -0.37 9.42 -0.46  -0.57
C31 -3.60 0.32 -1.29  -0.16
C32 -0.63 -0.73 -1.94  -0.09
C33 2.56 -0.75 8.31  -0.11
C34 -3.79 -1.20 -1.52  -0.30
C35 3.76 -0.83 7.39  -0.11
C36 4.92 -0.08 2.07  -0.11
C37 -0.16 3.20 -4.35  -0.11
C38 -1.91 9.06 2.96  -0.12
C39 -1.22 3.82 -4.92  0.00
C40 4.86 -0.26 0.72  -0.11
C41 1.94 -4.41 -8.06  -0.57
C42 1.49 -2.21 -8.23  -0.12
C43 1.73 0.03 -1.33  -0.15
C44 -2.09 1.69 -5.56  -0.01
C45 0.09 7.39 -1.31  -0.13
C46 -0.98 -0.46 -4.94  -0.40
C47 0.83 -1.14 -1.79  -0.20
C48 3.15 -0.49 -0.97  -0.12
C49 -1.02 1.07 -4.93  -0.12
C50 4.35 -5.04 5.14  -0.11
C51 5.85 -4.84 5.11  -0.11
H1 0.91 -1.87 -0.98  0.11
H2 -2.83 0.78 -1.91  0.10
H3 0.66 -2.22 -6.22  0.09
H4 1.14 -3.27 2.48  0.12
H5 -3.33 -2.71 -4.24  0.05
H6 -1.02 -0.56 -0.93  0.11
H7 -1.78 9.28 1.90  0.10
H8 3.81 -4.23 4.65  0.13
H9 0.52 6.77 -0.51  0.13
H10 3.27 0.15 3.62  0.08
H11 -2.75 -5.14 -1.00  0.10
H12 3.87 4.01 -2.25  0.12
H13 -2.97 -4.13 -2.97  0.08
H14 -1.57 -7.81 6.29  0.13
H15 -3.02 3.52 -6.03  0.12
H16 3.22 -1.53 -1.29  0.12
H17 -0.87 0.01 1.61  0.07
H18 -4.87 0.49 -3.67  0.07
H19 -0.20 -5.15 2.17  0.11
H20 0.47 -2.10 -8.62  0.13
H21 4.38 0.07 7.44  0.14
H22 2.43 -2.31 -6.28  0.14
H23 -0.07 -3.27 -2.53  0.11
H24 6.18 -4.30 4.23  0.13
H25 -4.33 -8.00 6.39  0.13
H26 -1.88 6.69 -0.70  0.14
H27 -2.77 -0.20 -3.82  0.11
H28 -5.55 -2.92 -4.09  0.09
H29 -1.32 10.74 4.20  0.13
H30 -1.59 -5.04 -3.50  0.11
H31 -1.29 -0.87 3.13  0.11
H32 2.20 -1.73 8.61  0.14
H33 -0.88 -3.01 -0.52  0.07
H34 1.30 -1.61 -2.65  0.11
H35 1.85 0.79 -2.10  0.09
H36 -1.42 -4.37 3.17  0.07
H37 -2.85 1.09 -6.05  0.13
H38 5.83 -0.02 2.64  0.09
H39 3.65 7.02 -1.75  0.14
H40 4.04 -5.99 4.70  0.13
H41 -2.51 -6.73 7.34  0.13
H42 -3.46 -8.27 4.87  0.13
H43 -4.21 -1.56 -0.58  0.13
H44 -0.75 -3.09 -4.12  0.11
H45 -0.10 -2.64 3.54  0.11
H46 1.22 0.50 -0.48  0.11
H47 4.12 5.33 -3.40  0.13
H48 -2.95 9.25 3.24  0.14
H49 6.39 -5.78 5.18  0.13
H50 -6.18 0.67 0.15  0.08
H51 -4.53 0.86 -1.50  0.10
H52 4.38 -1.70 7.59  0.11
H53 -1.25 -5.87 -1.44  0.11
H54 0.38 -0.29 2.79  0.06
H55 3.86 0.08 -1.58  0.12
H56 -1.30 4.90 -4.89  0.13
H57 5.65 -0.35 0.00  0.11
H58 -2.42 -5.00 1.13  0.11
H59 -2.42 -3.26 1.19  0.11
H60 2.61 5.73 -1.12  0.11
H61 0.38 6.98 -2.27  0.11
H62 2.04 -1.30 -8.43  0.13
H63 2.75 -0.15 9.20  0.13
H64 0.02 9.97 3.34  0.13
H65 -2.51 -0.08 0.58  0.09
H66 -1.90 7.76 -2.12  0.13
H67 0.81 1.39 -3.89  0.12
H68 -3.57 -1.54 -5.38  0.08
H69 -5.69 -0.82 0.71  0.07
H70 -2.74 1.63 0.18  0.13
H71 -0.04 -4.49 -0.10  0.12
H72 -0.67 0.27 -2.40  0.10
H73 1.70 -0.11 1.43  0.08

Output
- Highest occupied orbital energy: -8.06 eV
- Orbital gap: 0.2799 Ha
- E: -5023.6729 Eh
- SMILES string: COCCCCCCC[C@](CCCCn1cccc1)(O[C@@H](CCC(N)=O)P(=O)(O)O)[C@H](N)C(F)(F)c1cccc(C(F)(F)F)c1.O=C1OCCO1.O=C1OCCO1.O=C1OCCO1.O=C1OCCO1.O=C1OCCO1.O=C1OCCO1.O=C1OCCO1
- Charge: 0